No. 1
Formula: C6H12OS3
Source: the OMol25 dataset
Level of theory: ωB97M-V with the def2-TZVPD basis set

## Properties
- energy above the lowest of the compared OMol25 structures with the same formula, charge and spin (kJ/mol) = 159.8
- HOMO (eV) = -8.92
- SMILES = CC(C)[C@@H](S)[C@H](O)C(=S)S

Atoms and positions in Å:
H  -2.68581  -0.86536  0.30863
S  2.50738  2.06666  -0.10606
C  -1.08435  0.27213  -0.10674
H  1.75626  1.52278  2.16502
C  2.22750  0.43252  0.13454
H  -2.51165  0.40912  1.54080
H  -1.62552  1.10983  -2.09526
C  -1.07973  0.13046  -1.63714
H  -3.26960  0.72944  0.01215
H  -1.66619  -0.81382  -1.83806
S  3.11645  -0.69870  -0.77536
C  -2.53858  0.15043  0.43646
H  3.75346  0.25456  -1.41089
H  1.94503  -0.93987  1.65524
H  -0.86347  1.36321  0.11536
S  0.20724  -2.26634  -0.14211
C  1.24938  -0.09075  1.12277
H  0.57863  -1.94817  -1.36350
H  -0.11491  0.04748  -2.11157
H  -0.70261  -1.05271  1.50034
O  0.95348  0.90627  2.01029
C  -0.15240  -0.71916  0.58509

Forces on atoms 1 to 6 (eV/Å):
H -1.348 -2.195 0.036
S -0.310 -1.126 0.432
C -0.461 2.686 -0.745
H -1.882 -1.438 -0.657
C 0.063 2.054 -1.447
H -0.097 -0.469 -1.150

Here are the natural (NBO) charges for atoms 1 to 5, given in e: atom 1 (H): 0.20, atom 2 (S): -0.05, atom 3 (C): -0.25, atom 4 (H): 0.49, atom 5 (C): -0.30


No. 2
Formula: C28H51N8O8
Source: the OMol25 dataset
Level of theory: ωB97M-V with the def2-TZVPD basis set

## Properties
- charge = -2
- spin multiplicity = 2
- HOMO (alpha / beta) (eV) = 2.17 / -3.93

Atoms and positions in Å:
N  -2.59042  -2.70174  -0.18893
H  -5.09094  3.04540  2.00924
H  0.20814  0.83024  -3.90387
C  -4.99876  1.13217  1.10730
H  4.08509  0.08054  -3.72035
C  -2.75154  -0.25777  4.45766
H  3.55823  -3.86288  0.31923
C  1.77520  -4.95369  0.85146
C  -4.53715  2.11656  2.14586
H  -2.47241  0.64010  -0.87843
H  -4.17066  2.97949  -5.51008
H  -1.68226  -2.34101  0.06643
H  1.69538  -1.93849  3.92183
C  -0.07866  -4.75373  2.52017
O  4.05396  0.78268  3.52221
H  -0.07716  -5.79231  2.85102
H  -5.59085  -3.76036  0.50741
O  0.22835  -1.35052  0.42308
C  -0.44101  1.70376  -3.84329
H  -0.32843  3.68930  -0.36743
H  3.18343  0.99484  -2.60636
C  -3.49468  -3.22908  0.71390
H  3.22046  -1.37973  4.56062
C  2.56858  -4.05370  -0.09585
H  3.34501  -0.80704  -0.51858
N  -1.04454  -0.51259  3.04518
C  -0.55742  0.11942  4.16715
C  -2.79285  0.96983  0.10985
O  5.61045  2.05085  -1.68695
C  -4.69656  -3.35441  0.05813
C  4.09430  1.04007  -3.20332
N  2.69115  -0.75090  2.49209
H  -3.48271  2.38205  2.22185
N  0.81913  -4.28440  1.51506
H  0.16128  -4.12592  3.37830
H  -2.23473  0.37396  0.83203
H  -1.08663  -4.67699  2.11247
C  -3.22976  2.82979  -6.03959
H  -4.71053  1.63649  3.10896
H  -3.75717  -0.23638  4.85092
H  0.66880  0.15621  -1.86300
H  4.65077  -1.83229  -0.62009
H  -1.08769  1.55900  -2.97788
H  5.69356  0.15301  -0.46364
H  2.10858  -3.06846  -0.17213
O  2.01603  -6.17792  1.10617
C  0.35721  -0.92566  -0.70991
C  -1.20947  2.01191  -5.15952
H  -5.33454  -2.67588  -1.92859
H  -1.46096  0.70374  5.99775
N  -2.35306  2.54520  -4.97892
H  -0.45271  -0.67337  2.24270
H  -2.47080  1.99516  0.29168
C  2.73023  -1.72832  3.65163
H  -2.50517  3.11116  -4.15633
C  1.87879  3.24798  -0.77842
H  3.92105  3.92242  -0.94213
H  2.50401  -4.28289  -1.15952
O  0.44975  0.35387  -0.94947
H  0.10871  2.59128  -3.52989
H  1.96350  -0.86231  1.80056
H  -2.86484  3.75486  -6.48589
H  3.22479  -2.64704  3.33624
O  -6.10003  0.68621  1.27185
H  4.01453  1.90733  -3.85875
H  -3.27019  2.01239  -6.75953
H  0.35871  5.97909  0.09946
H  0.49809  0.34256  4.21723
H  -2.99729  -1.28457  2.52690
H  -2.79892  -1.98712  -2.16906
C  -3.26609  -2.47239  -1.32487
C  3.10980  1.35265  1.37280
H  4.02617  1.34177  0.78268
H  -3.37361  -3.44775  1.76458
O  -0.73307  1.67434  -6.21914
C  5.07422  1.08393  -2.09658
H  -4.62550  0.27857  -0.67300
C  3.38508  0.44268  2.53802
H  3.92626  -1.48134  -2.17234
C  -2.36184  -0.81249  3.26159
C  -4.55720  -2.89854  -1.21265
C  4.16095  -1.04961  -1.19940
C  -1.60009  0.23800  5.03331
N  5.19150  -0.01333  -1.32408
H  2.03363  2.27812  -1.22761
O  0.50842  -1.61198  -1.75490
C  0.70815  3.98689  -0.42523
N  1.06658  5.27176  -0.03733
H  2.35368  0.87709  0.74812
N  -4.24027  0.86065  0.05698
C  2.92392  4.16213  -0.60349
H  2.88032  6.37610  -0.01142
H  2.80331  2.37984  1.57043
H  0.53101  -3.38700  1.15205
C  2.43288  5.40849  -0.18443

Forces on atoms 1 to 6 (eV/Å):
N -0.575 -0.275 1.678
H -0.210 -0.149 0.193
H 0.038 0.174 -0.473
C 0.386 0.893 0.818
H 0.194 0.217 -0.320
C -0.698 -1.039 -0.500

Here are the Mulliken charges for atoms 1 to 5, given in e: atom 1 (N): 0.35, atom 2 (H): 0.40, atom 3 (H): 0.12, atom 4 (C): 0.00, atom 5 (H): 0.40


No. 3
Formula: C4H3F3
Source: the OMol25 dataset
Level of theory: ωB97M-V with the def2-TZVPD basis set

## Properties
- energy above the lowest of the compared OMol25 structures with the same formula, charge and spin (kJ/mol) = 138.3
- HOMO (eV) = -9.79
- SMILES = FC1=C(F)[C@@H](F)C1

Atoms and positions in Å:
C  1.59689  -0.23127  -1.42825
C  0.06032  -0.63729  -0.99007
F  2.20767  -0.16997  -2.62126
H  0.54855  -0.67120  1.09506
H  -0.30488  0.86628  0.40758
F  2.71549  1.13808  0.31709
F  -0.26241  -1.91600  -0.82416
C  1.76371  0.39190  -0.24138
H  -0.60492  -0.11498  -1.62893
C  0.51042  -0.01336  0.35460

Forces on atoms 1 to 6 (eV/Å):
C -1.668 0.230 0.582
C 4.613 0.844 -0.080
F -0.163 -0.226 0.763
H -0.268 -2.540 3.445
H 2.007 -1.581 1.069
F -0.262 -0.149 -0.376

Here are the natural (NBO) charges for atoms 1 to 5, given in e: atom 1 (C): 0.26, atom 2 (C): 0.21, atom 3 (F): -0.30, atom 4 (H): 0.22, atom 5 (H): 0.20


No. 4
Formula: C14H20N2OS
Source: the OMol25 dataset
Level of theory: ωB97M-V with the def2-TZVPD basis set

## Properties
- energy above the lowest of the compared OMol25 structures with the same formula, charge and spin (kJ/mol) = 43.5
- HOMO (eV) = -7.91
- SMILES = COc1cccc(CNC(=S)NC2CCCC2)c1

Atoms and positions in Å:
C  -0.83802  0.91925  4.74379
C  0.67247  -1.24577  -2.18990
N  0.02161  -1.50019  0.16328
C  0.07067  -0.00470  -2.29690
C  0.02866  2.98489  -4.35216
C  0.38080  -0.62453  3.39085
H  -1.34404  -1.17776  4.55831
H  0.27104  0.73180  1.66877
H  1.66164  1.14572  -5.06203
H  1.37177  -0.20474  3.56972
H  -0.01291  1.48772  5.17471
H  0.49222  -1.63924  3.01107
C  0.28305  -2.18578  -1.07928
N  -1.40661  -0.47804  1.68828
H  -0.61510  3.84175  -4.15961
H  0.09485  -0.89190  5.54388
C  1.37422  0.49123  -4.25463
H  -0.21461  2.56374  -5.33283
H  -0.63750  2.32703  3.09034
H  -2.31608  -0.55031  2.12004
H  -0.64101  -2.71496  -1.34209
H  1.07344  -2.92717  -0.92083
C  -0.45358  -0.55690  4.66541
H  2.10656  -2.58632  -3.05149
C  -1.21878  -1.35251  0.67479
H  0.74499  -0.86938  0.47434
C  -1.06482  1.34473  3.28471
S  -2.52092  -2.22274  0.13068
C  1.97016  -0.75493  -4.14710
H  -2.12819  1.40063  3.05282
C  1.63268  -1.61894  -3.12452
H  2.71274  -1.04752  -4.87478
O  -0.23548  2.07018  -3.31700
H  -1.71960  1.08593  5.35988
C  0.41581  0.87382  -3.32333
H  1.07436  3.31041  -4.34542
H  -0.69041  0.30593  -1.59739
C  -0.39609  0.26954  2.40561

Forces on atoms 1 to 6 (eV/Å):
C -0.047 -0.059 0.062
C 0.059 0.163 -0.005
N 0.104 0.478 0.307
C -0.013 0.122 -0.091
C 0.058 0.148 -0.168
C -0.089 -0.029 -0.016

Here are the natural (NBO) charges for atoms 1 to 5, given in e: atom 1 (C): -0.40, atom 2 (C): -0.03, atom 3 (N): -0.60, atom 4 (C): -0.22, atom 5 (C): -0.25


No. 5
Formula: C20H29ErN12OSi
Source: the OMol25 dataset
Level of theory: ωB97M-V with the def2-TZVPD basis set

## Properties
- spin multiplicity = 4
- HOMO (alpha / beta) (eV) = -7.63 / -7.64

Atoms and positions in Å:
H  3.57782  -1.48087  0.72551
N  -1.06815  1.29855  -0.41296
H  5.20273  1.11700  1.88743
C  2.48265  -0.37438  2.97766
H  5.27109  2.81427  1.42514
H  2.52930  3.67147  -0.09694
C  2.84548  0.66849  -2.59623
H  0.99823  3.27053  0.64631
N  -1.41515  0.05380  2.05564
H  5.86991  -1.10547  -2.32584
H  3.99420  0.77443  4.00431
N  -2.67832  1.93477  1.23004
C  5.47494  -0.24664  -1.77937
C  -1.24552  -4.38236  0.54855
C  -1.99111  2.14834  0.05909
C  2.16504  -2.61465  3.91689
H  0.44235  -2.04703  -1.92189
O  2.05535  -0.62134  -0.75955
H  4.78661  1.60495  0.24239
N  -0.63237  1.88752  -1.56809
C  -0.31178  -4.03678  -1.61722
N  -2.14719  3.19312  -0.73112
C  3.80164  -1.16257  4.86540
C  3.15128  -2.38845  4.86684
H  -1.20127  -2.63252  1.80880
H  -0.04397  -4.37268  -2.60817
H  3.13263  4.27577  2.93219
C  4.70776  1.88822  1.29464
H  6.22757  0.08883  -1.06585
H  1.06955  -1.88358  2.27317
C  1.86026  -1.63614  2.98682
N  -1.66276  -0.85019  3.04737
N  2.11113  0.57629  2.04172
H  -1.72406  -4.99933  1.29507
H  5.28286  -1.01156  0.72681
H  1.77613  2.16227  -0.48091
H  1.77721  0.84046  -2.71291
C  4.48223  -1.44519  0.12835
C  3.47917  -0.17570  3.94905
H  1.74601  3.38843  3.56274
Si  2.89663  2.09192  1.79180
H  1.62646  -3.55353  3.89648
H  3.39832  -3.14530  5.59825
H  -1.15131  -5.90345  -0.96301
H  5.27958  0.56083  -2.47621
N  -0.36081  -2.23980  -0.03853
H  3.37186  2.98282  4.09789
C  3.05323  -0.23413  -1.41248
H  3.25895  0.23037  -3.50457
C  -0.92517  -4.87800  -0.70289
H  4.57056  -0.96286  5.60183
C  -0.04113  -2.73493  -1.24103
C  2.78125  3.28565  3.23339
N  4.27300  -0.61135  -1.05005
C  1.96521  2.85105  0.35361
H  4.76954  -2.45288  -0.17747
Er  0.41348  0.00202  0.68182
C  -2.48860  0.85664  2.07154
N  -2.78626  -0.56927  3.59046
C  -0.94832  -3.06279  0.84371
N  -3.34986  0.50624  3.00689
N  -1.27273  2.98038  -1.73945
H  -3.48208  2.51241  1.40948
H  3.33293  1.63290  -2.44205

Forces on atoms 1 to 6 (eV/Å):
H 0.036 -0.020 0.002
N 0.094 0.406 -0.106
H -0.003 -0.007 0.038
C 0.074 -0.004 0.029
H -0.025 0.044 0.010
H 0.025 0.036 0.067

Here are the natural (NBO) charges for atoms 1 to 5, given in e: atom 1 (H): 0.25, atom 2 (N): -0.61, atom 3 (H): 0.24, atom 4 (C): 0.18, atom 5 (H): 0.24


no.,DFT total energy (Eh)
1,-1505.54538
2,-2137.51155
3,-453.71354
4,-1128.41985
5,-2816.54501